(1)
A molecular structure, C2H2EuLiO2, computed with ωB97M-V/def2-TZVPD.

Atoms and positions in Å:
C (-0.053, 0.105, 1.713)
C (-1.323, -0.004, 1.146)
O (-1.517, -0.694, 0.071)
O (1.004, -0.595, 1.138)
H (-2.129, 0.666, 1.500)
Eu (1.828, 1.447, 0.750)
Li (0.092, -1.626, -0.190)
H (-0.448, 0.504, 2.736)

Computed properties:
Spin multiplicity: 8
Max |F| (eV Å⁻¹): 3.54
Total charge: +1
E_HOMO (alpha / beta) (eV): -11.07 / -11.13

(2)
A molecular structure, C2H2F2FeN2O13S2, computed with ωB97M-V/def2-TZVPD.

Atoms and positions in Å:
Fe (2.486, -18.718, 7.602)
O (4.921, -18.188, 4.698)
C (4.132, -18.400, 5.730)
O (3.157, -17.637, 5.965)
O (4.294, -19.377, 6.507)
H (5.633, -18.838, 4.782)
O (1.178, -22.290, 7.536)
C (1.603, -21.034, 7.578)
O (1.931, -20.426, 8.637)
O (1.634, -20.316, 6.526)
H (1.011, -22.442, 6.595)
N (-0.398, -17.273, 7.721)
O (0.763, -17.880, 7.807)
O (-0.696, -16.783, 6.645)
O (-1.075, -17.216, 8.723)
N (3.600, -17.757, 8.882)
S (3.635, -16.293, 9.588)
O (4.810, -15.538, 9.288)
O (3.128, -16.211, 10.908)
F (2.513, -15.620, 8.695)
S (5.009, -18.359, 9.582)
O (5.088, -18.132, 10.966)
O (6.145, -18.294, 8.746)
F (4.640, -19.905, 9.603)

Computed properties:
Spin multiplicity: 6
Max |F| (eV Å⁻¹): 3.89
Total charge: -1
E_HOMO (alpha / beta) (eV): -7.32 / -7.22

Q: What is the formula in the first record?
A: C2H2EuLiO2

Q: What is the max |F| in the first record?
A: 3.54 eV Å⁻¹